Molecular formula: C10H9N2
Method: DFT, wB97M-V/def2-TZVPD

Bonds (Å) are listed after each position.
Geometry (Å):
1 C 1.69831 2.23435 0.13624  C2 1.397, C3 1.399, H13 1.080
2 C 2.44817 1.10059 0.46005  C1 1.397, C4 1.372, H14 1.079
3 C 0.38581 2.10870 -0.33185  C1 1.399, C5 1.372, H15 1.079
4 C 1.89859 -0.14957 0.32384  C2 1.372, C6 1.425, H16 1.079
5 C -0.18051 0.86737 -0.47375  C3 1.372, C6 1.422, H17 1.078
6 C 0.56416 -0.30082 -0.15156  C4 1.425, C5 1.422, C8 1.407
7 C 0.76333 -2.79230 -0.65207  C8 1.446, N11 1.297, H18 1.072
8 C 0.02878 -1.58939 -0.33012  C6 1.407, C7 1.446, C9 1.476
9 C -1.36346 -2.07099 -0.24276  C8 1.476, C10 1.467, N12 1.303
10 C -2.57936 -1.37221 0.18613  C9 1.467, H19 1.092, H20 1.089, H21 1.088
11 N -0.12754 -3.71130 -0.86156  C7 1.297, N12 1.285
12 N -1.28740 -3.35789 -0.43497  C9 1.303, N11 1.285
13 H 2.13436 3.21578 0.24905  C1 1.080
14 H 3.45751 1.21207 0.82509  C2 1.079
15 H -0.17675 2.99328 -0.58805  C3 1.079
16 H 2.46120 -1.02873 0.59718  C4 1.079
17 H -1.18147 0.76503 -0.86141  C5 1.078
18 H 1.79670 -2.90251 -0.91392  C7 1.072
19 H -3.04737 -0.85686 -0.65504  C10 1.092
20 H -2.35706 -0.63046 0.95242  C10 1.089
21 H -3.29276 -2.09404 0.57827  C10 1.088

Properties
- frontier orbital gap (spin up / spin down) (Ha) = 0.2302 / 0.2311
- structure (SMILES) = CC1=[N+]=NC=C1c1ccccc1
- charge = +1
- total energy (eV) = -13485.6289
- energy relative to the best compared isomer or geometry (same formula, charge and spin) (eV) = 4.4829